No. 1
114
Properties=species:S:1:pos:R:3 method="wB97M-V/def2-TZVPD" total_energy_ha=-4103.086167 orbital_gap_ev=10.2 smiles="C=CC[C@]1(Cl)COS(=O)(=O)O1.COC(=O)OC.COC(=O)OC.COC(=O)OC.COC(=O)OC.COC(=O)OC.COC(=O)OC.COC(=O)OC.COC(=O)OC" spin_multiplicity=1
C -4.471 -4.028 6.682
C -4.585 -4.888 5.679
C -3.329 -5.586 5.132
C -2.408 -4.620 4.361
Cl -3.203 -3.113 3.742
C -1.716 -5.186 3.095
O -0.586 -4.313 2.914
S -0.165 -3.643 4.301
O -0.251 -2.222 4.416
O 1.122 -4.065 4.727
O -1.325 -4.306 5.236
H -3.487 -3.599 6.852
H -5.316 -3.725 7.286
H -5.543 -5.128 5.233
H -3.681 -6.394 4.486
H -2.782 -6.014 5.968
H -2.464 -5.031 2.320
H -1.429 -6.237 3.133
C -4.728 1.623 9.565
O -4.182 1.696 8.249
C -3.139 0.889 8.043
O -2.658 0.142 8.854
O -2.730 1.053 6.789
C -1.607 0.244 6.424
H -5.560 2.320 9.602
H -5.095 0.619 9.775
H -3.986 1.916 10.306
H -1.850 -0.813 6.510
H -0.742 0.488 7.039
H -1.373 0.466 5.386
C 2.306 2.484 0.751
O 3.051 1.461 1.415
C 2.325 0.701 2.234
O 1.144 0.814 2.441
O 3.126 -0.209 2.782
C 2.453 -1.105 3.673
H 2.999 3.030 0.117
H 1.528 2.049 0.126
H 1.872 3.174 1.473
H 1.688 -1.669 3.154
H 2.018 -0.562 4.510
H 3.199 -1.795 4.057
C 6.629 5.973 -0.503
O 6.001 6.829 -1.462
C 4.678 6.686 -1.539
O 4.011 5.926 -0.891
O 4.223 7.535 -2.460
C 2.806 7.491 -2.645
H 7.695 6.180 -0.529
H 6.259 6.181 0.500
H 6.467 4.927 -0.758
H 2.289 7.762 -1.727
H 2.493 6.504 -2.981
H 2.557 8.220 -3.412
C 7.390 9.672 5.258
O 7.603 9.077 3.978
C 6.732 9.461 3.045
O 5.826 10.235 3.201
O 7.041 8.837 1.908
C 6.182 9.155 0.810
H 8.157 9.280 5.920
H 7.488 10.755 5.201
H 6.411 9.401 5.650
H 6.232 10.217 0.576
H 5.156 8.862 1.028
H 6.529 8.594 -0.049
C -0.330 -1.106 0.135
O -1.180 -1.161 -1.015
C -0.530 -1.107 -2.176
O 0.660 -1.019 -2.317
O -1.431 -1.161 -3.159
C -0.870 -1.108 -4.473
H -0.969 -1.154 1.013
H 0.354 -1.954 0.148
H 0.224 -0.171 0.160
H -0.210 -1.955 -4.648
H -0.335 -0.172 -4.625
H -1.692 -1.159 -5.182
C -1.320 -5.054 -8.964
O -2.504 -5.564 -8.349
C -2.986 -4.798 -7.369
O -2.513 -3.760 -6.988
O -4.079 -5.384 -6.886
C -4.705 -4.674 -5.816
H -1.034 -5.763 -9.735
H -1.512 -4.086 -9.423
H -0.513 -4.975 -8.237
H -5.033 -3.690 -6.149
H -4.029 -4.584 -4.967
H -5.573 -5.252 -5.513
C -2.010 -8.675 -2.000
O -1.806 -9.268 -3.281
C -2.692 -8.894 -4.205
O -3.606 -8.130 -4.035
O -2.390 -9.514 -5.343
C -3.265 -9.203 -6.430
H -1.231 -9.058 -1.347
H -1.924 -7.591 -2.059
H -2.982 -8.956 -1.596
H -3.227 -8.140 -6.664
H -4.285 -9.505 -6.200
H -2.919 -9.766 -7.293
C -1.919 2.249 -4.255
O -1.065 2.674 -5.319
C -0.569 3.901 -5.168
O -0.780 4.640 -4.244
O 0.204 4.168 -6.222
C 0.803 5.463 -6.189
H -2.255 1.245 -4.492
H -1.374 2.223 -3.312
H -2.788 2.900 -4.172
H 1.452 5.565 -5.320
H 0.041 6.240 -6.187
H 1.403 5.564 -7.089


No. 2
121
Properties=species:S:1:pos:R:3 method="wB97M-V/def2-TZVPD" total_energy_ha=-6276.669353 orbital_gap_ev=5.8 relative_energy_ev=0.000 spin_multiplicity=1 total_charge=-1
C -1.040 -4.746 0.490
C -1.444 -4.623 -1.000
C -1.338 -3.152 -1.471
C -2.568 -2.306 -1.102
C -2.258 -0.784 -1.074
In -0.659 -0.336 0.425
C 0.053 1.799 0.423
C -0.160 2.642 1.535
C 0.277 3.962 1.645
C 0.969 4.429 0.510
C 1.111 3.560 -0.560
N 0.707 2.294 -0.659
C -1.253 -1.043 2.487
C -0.426 -0.361 3.606
C -2.808 -1.007 2.684
C -3.313 -0.305 3.966
C -3.440 1.219 3.691
H -0.175 -4.096 0.663
H -0.802 -5.782 0.759
H -1.869 -4.427 1.133
H -0.681 -5.196 -1.562
H -2.442 -5.035 -1.197
H -1.194 -3.194 -2.565
H -0.406 -2.764 -1.050
H -3.370 -2.552 -1.821
H -2.931 -2.657 -0.123
H -3.222 -0.295 -0.846
H -2.018 -0.502 -2.111
H 0.772 -1.332 -0.009
H -0.710 2.222 2.379
H 0.123 4.575 2.527
H 1.375 5.438 0.477
H 1.625 3.969 -1.443
H -0.962 -2.103 2.495
H 0.566 -0.126 3.187
H -0.830 0.593 3.957
H -0.226 -1.044 4.447
H -3.170 -2.049 2.701
H -3.284 -0.535 1.814
H -2.748 -0.543 4.869
H -4.330 -0.678 4.137
H -2.671 1.807 4.205
H -3.347 1.452 2.622
H -4.443 1.574 3.968
C -3.571 -1.000 9.589
C -2.793 -0.220 8.550
O -2.699 -1.107 7.433
S -4.013 -2.023 7.360
O -4.919 -1.446 6.436
O -3.609 -3.379 7.290
O -4.559 -1.717 8.845
H -2.934 -1.725 10.101
H -4.046 -0.353 10.323
H -1.802 0.064 8.894
H -3.336 0.673 8.231
C 3.611 2.799 -3.669
C 4.409 3.865 -2.957
O 5.461 4.200 -3.876
S 4.922 4.046 -5.384
O 4.530 5.327 -5.861
O 5.816 3.218 -6.112
O 3.600 3.209 -5.049
H 4.100 1.825 -3.603
H 2.595 2.717 -3.289
H 4.818 3.517 -2.013
H 3.810 4.763 -2.785
C 3.950 -0.045 -9.429
C 5.189 -0.905 -9.569
O 6.231 -0.139 -8.966
S 5.621 0.738 -7.750
O 5.847 0.041 -6.536
O 5.992 2.088 -7.925
O 4.068 0.563 -8.143
H 3.927 0.747 -10.182
H 3.033 -0.626 -9.489
H 5.430 -1.126 -10.606
H 5.086 -1.841 -9.013
C -2.227 -7.786 -3.957
C -1.146 -8.793 -4.285
O -0.113 -8.020 -4.905
S -0.093 -6.545 -4.261
O 0.911 -6.505 -3.261
O -0.155 -5.600 -5.317
O -1.521 -6.615 -3.543
H -2.819 -7.535 -4.840
H -2.888 -8.128 -3.165
H -1.492 -9.575 -4.956
H -0.735 -9.246 -3.379
C 4.975 5.506 4.799
C 4.581 5.471 3.337
O 3.467 4.579 3.286
S 2.625 4.690 4.645
O 1.535 5.573 4.435
O 2.460 3.390 5.180
O 3.735 5.473 5.512
H 5.553 4.622 5.076
H 5.536 6.401 5.057
H 5.383 5.116 2.696
H 4.248 6.453 2.992
C -5.738 4.731 1.952
C -6.975 3.862 2.018
O -7.158 3.605 3.415
S -6.660 4.871 4.264
O -7.784 5.676 4.589
O -5.745 4.421 5.247
O -5.843 5.598 3.091
H -4.827 4.138 2.057
H -5.687 5.313 1.036
H -6.860 2.930 1.470
H -7.856 4.393 1.651
C 2.163 -2.443 -3.492
C 3.375 -3.343 -3.590
O 4.422 -2.598 -2.959
S 3.796 -1.706 -1.771
O 3.986 -2.394 -0.547
O 4.207 -0.361 -1.950
O 2.266 -1.828 -2.207
H 2.190 -1.657 -4.251
H 1.228 -2.993 -3.573
H 3.639 -3.578 -4.618
H 3.229 -4.271 -3.031